# 1
{"formula": "C5H5N5OS2", "method": "the ωB97M-V functional and the def2-TZVPD basis", "e_above_lowest_kcal_mol": 0.0, "smiles": "O=C1CSc2nnnn21.CN=C=S", "homo_lumo_gap_ev": 8.917, "multiplicity": 1, "e_homo_ev": -9.25, "fmax_ha_per_bohr": 0.07618, "species": ["C", "C", "C", "C", "C", "N", "N", "N", "N", "N", "O", "S", "S", "H", "H", "H", "H", "H"], "xyz": [[-0.59514, 1.06657, 1.61695], [-1.59257, -0.18691, -0.17479], [2.26923, 0.62910, -0.34752], [-1.94263, 1.22341, -0.62454], [1.44855, -1.48662, -1.34999], [-0.28339, -1.08562, 1.77471], [-0.91192, -0.13152, 1.00862], [0.07451, 0.86763, 2.71958], [0.18809, -0.47966, 2.75961], [1.60625, -0.26122, -0.75289], [-1.85006, -1.17295, -0.80458], [3.03818, 1.73381, 0.44927], [-1.34280, 2.35064, 0.77397], [-1.49075, 1.46265, -1.61655], [-2.94574, 1.16120, -0.76623], [2.17398, -1.65049, -2.11873], [1.74249, -2.36720, -0.67976], [0.41373, -1.67280, -1.86712]], "lowdin_charge": [-0.670, -0.486, -0.798, -0.253, -0.131, 0.084, -0.045, 0.067, -0.024, -0.016, 0.123, 0.684, 0.996, 0.119, 0.054, 0.067, 0.117, 0.112]}



# 2
{"formula": "C5H5NNa", "method": "the ωB97M-V functional and the def2-TZVPD basis", "e_above_lowest_kcal_mol": 7.0, "homo_lumo_gap_ev": 8.310, "total_charge": 1, "multiplicity": 1, "e_homo_ev": -13.12, "fmax_ha_per_bohr": 0.01339, "species": ["Na", "N", "C", "C", "C", "C", "C", "H", "H", "H", "H", "H"], "xyz": [[-2.14519, -3.34339, 2.25793], [-2.05895, -1.93789, -0.28852], [-2.16444, -0.60196, -0.35724], [-1.91184, -2.59540, -1.44895], [-2.12887, 0.11615, -1.55171], [-1.86483, -1.96765, -2.69290], [-1.97569, -0.58079, -2.74728], [-2.28419, -0.08013, 0.60139], [-1.82709, -3.68757, -1.37423], [-2.22081, 1.21021, -1.53841], [-1.74242, -2.56509, -3.60595], [-1.94315, -0.05044, -3.70816]], "lowdin_charge": [0.877, -0.004, -0.151, -0.151, -0.051, -0.051, -0.049, 0.108, 0.108, 0.120, 0.120, 0.124]}